#1
8
Properties=species:S:1:pos:R:3 method="wB97M-V/def2-TZVPD" multiplicity=1 total_charge=0 homo_lumo_gap_ev="6.805 / 7.856" e_lumo_ev="-1.437 / -1.560"
H 0.018 1.314 -0.736
I -2.676 0.271 -0.044
H -0.355 -2.695 -0.221
S -0.257 -0.485 0.801
N 0.301 -1.870 -0.308
H 1.524 0.732 -0.376
H 0.817 1.769 0.807
C 0.626 0.964 0.077

***

#2
8
Properties=species:S:1:pos:R:3 method="wB97M-V/def2-TZVPD" multiplicity=1 total_charge=0 homo_lumo_gap_ev="6.105 / 6.108" e_lumo_ev="-2.516 / -2.514"
N -0.852 0.838 -0.514
H -0.618 0.762 -1.518
C -0.171 -0.195 0.253
H 0.417 -0.858 -0.400
H -0.847 -0.708 1.030
S -1.932 1.813 0.137
H 0.316 0.414 1.090
I -4.509 -0.233 -0.040

***

Stability summary: most stable #2, least stable #1.

***

#1
14
Properties=species:S:1:pos:R:3 method="wB97M-V/def2-TZVPD" multiplicity=1 total_charge=0 homo_lumo_gap_ev=10.769 e_lumo_ev=1.010 smiles="C=C1COC[C@@H]1F"
C -0.374 -0.747 0.418
O 1.814 -0.076 0.052
H -0.463 -1.001 1.501
H -2.430 1.018 -0.131
F -1.547 -1.226 -0.107
C 0.909 -1.139 -0.302
H -1.330 2.549 -0.436
C 1.078 1.131 0.029
H 1.278 1.596 -0.924
H 1.365 -2.078 -0.041
H 0.635 -1.127 -1.392
C -1.430 1.496 -0.140
C -0.380 0.747 0.184
H 1.539 1.761 0.836

***

#2
14
Properties=species:S:1:pos:R:3 method="wB97M-V/def2-TZVPD" multiplicity=1 total_charge=0 homo_lumo_gap_ev=9.965 e_lumo_ev=1.007 smiles=F[C@]12CCO[C@@H]1C2
H 0.173 -0.599 1.832
C 0.780 0.571 -0.482
H -0.817 1.643 1.463
F -0.941 -0.884 -1.201
H -2.152 0.974 0.476
H 2.348 -0.824 -0.940
C -1.066 0.946 0.657
H -1.331 -1.266 1.168
C 1.330 -0.634 -1.203
H 0.991 -0.923 -2.198
H 1.474 0.904 0.279
O -0.363 1.402 -0.552
C 0.123 -0.771 -0.307
C -0.549 -0.539 1.009

***

Stability summary: most stable #1, least stable #2.

***

#1
18
Properties=species:S:1:pos:R:3 method="wB97M-V/def2-TZVPD" multiplicity=1 total_charge=0 homo_lumo_gap_ev=8.388 e_lumo_ev=-0.258
C -0.064 1.517 -1.667
N -0.625 -1.126 2.273
C -0.146 1.105 2.029
H 0.134 0.381 -3.812
C 0.098 0.321 -2.571
C -0.142 1.155 -0.351
H 0.315 2.625 -1.828
C -0.152 -0.181 0.098
C 0.122 -1.368 -0.631
C -0.278 -0.249 1.523
H 0.807 2.929 0.990
H -0.623 -2.951 2.834
O -0.595 -2.453 1.881
N -0.006 1.940 0.985
H 0.347 -2.370 -0.220
O -0.322 1.634 3.041
C 0.306 -1.019 -1.994
H 0.823 -1.889 -2.579

***

#2
18
Properties=species:S:1:pos:R:3 method="wB97M-V/def2-TZVPD" multiplicity=1 total_charge=0 homo_lumo_gap_ev=8.566 e_lumo_ev=-0.050
C 1.208 1.387 -0.127
O -1.386 2.469 0.210
C -1.656 -1.142 -0.031
C -1.183 0.315 -0.121
H 2.291 -2.364 0.087
H 0.991 2.445 -0.257
C 1.992 -1.367 0.040
C 0.290 0.312 0.020
C 2.967 -0.346 0.031
H -2.143 3.125 -0.110
O -2.729 -1.641 -0.113
N -0.422 -1.769 0.082
N -1.984 1.277 -0.011
H 4.056 -0.693 -0.010
H -0.320 -2.754 0.158
H 3.334 1.847 -0.078
C 0.671 -0.982 0.115
C 2.635 1.027 -0.105

***

Stability summary: most stable #2, least stable #1.

***

#1
14
Properties=species:S:1:pos:R:3 method="wB97M-V/def2-TZVPD" multiplicity=1 total_charge=0 homo_lumo_gap_ev=9.266 e_lumo_ev=0.191
H -0.793 -2.470 -0.665
H -1.325 0.868 0.314
S -1.277 0.825 1.659
C 1.654 1.011 -1.747
H 1.114 0.238 -3.396
C -0.291 -1.533 -0.247
H 0.861 0.438 0.301
N -0.712 -0.589 2.028
N 0.621 0.486 -0.762
C -0.334 -1.555 1.252
N 1.688 0.899 -2.942
H 2.109 1.760 -1.126
H 0.117 -2.338 1.775
N 0.142 -0.685 -1.081

***

#2
14
Properties=species:S:1:pos:R:3 method="wB97M-V/def2-TZVPD" multiplicity=1 total_charge=0 homo_lumo_gap_ev=8.796 e_lumo_ev=0.089 smiles="[H]/N=C(/N)N(C=S)N=C"
H -0.875 1.449 -1.054
C 1.722 -0.455 1.333
N -1.359 -2.159 0.146
N -2.653 -0.225 0.120
H -2.219 -2.706 0.206
N 0.889 -0.944 0.507
H -0.472 -2.586 0.035
C -1.474 -0.775 0.133
H 1.770 0.582 1.578
C 0.037 1.008 -0.625
N -0.173 -0.127 0.073
S 1.453 1.824 -0.857
H 2.483 -1.162 1.741
H -2.586 0.761 0.229

***

Stability summary: most stable #2, least stable #1.